Here is a molecular structure, C28H18MoN5O6S2Se from the OMol25 dataset. Energies are from wB97M-V/def2-TZVPD.

Results
LUMO energy (alpha / beta): 1.156 / 1.157 eV
Total charge: -1
Multiplicity: 1

Geometry as XYZ:
```
61
Properties=species:S:1:pos:R:3:forces:R:3
Mo 1.16621 0.01464 -0.88051 -0.068 -0.050 0.019
C 4.23716 -1.19151 -0.42714 -0.005 0.017 -0.003
C 2.96578 -0.86376 0.30251 0.016 -0.039 0.024
N 2.60625 0.43645 0.46907 0.045 -0.002 -0.009
N 2.32016 0.97881 1.69909 -0.024 0.010 0.022
C 1.35240 1.81449 1.65115 0.053 -0.019 0.021
S 0.42140 2.02824 0.19989 -0.026 0.010 -0.030
S 1.05830 2.79026 3.08600 -0.019 -0.011 -0.007
C -0.74013 3.01214 2.96974 0.020 0.002 0.018
C -1.55016 1.74053 2.93838 -0.005 0.004 -0.005
C -1.31494 0.70442 3.83466 0.000 -0.005 0.005
C -2.10212 -0.43746 3.81185 0.002 0.007 0.001
C -3.12748 -0.56234 2.88486 -0.006 0.014 -0.017
C -3.36025 0.46268 1.97763 0.004 -0.023 0.011
C -2.57237 1.60357 2.00402 0.007 0.005 -0.002
C 2.46902 -1.84480 1.28755 -0.004 0.000 -0.015
C 3.24285 -2.73610 2.02169 -0.004 -0.007 0.009
C 2.64944 -3.54637 2.97680 0.000 0.002 -0.002
C 1.27647 -3.46611 3.19769 0.000 0.001 -0.004
C 0.48997 -2.59475 2.46553 -0.004 -0.005 0.005
C 1.09329 -1.79762 1.49290 0.001 -0.009 0.022
O 0.38195 -0.99727 0.70752 0.035 0.024 -0.023
H 4.61770 -0.33413 -0.96736 0.006 -0.004 -0.006
H 4.09180 -2.02267 -1.11668 -0.009 -0.005 0.003
H 4.97968 -1.48646 0.31991 0.000 0.001 0.001
H -0.97469 3.62738 2.10262 0.004 0.005 -0.003
H -0.97613 3.59736 3.86216 -0.009 -0.003 -0.004
H -0.49504 0.78393 4.53855 -0.001 0.004 0.000
H -1.90327 -1.23706 4.51475 -0.002 -0.003 -0.001
H -3.73633 -1.45769 2.85750 0.006 -0.004 0.003
H -4.14699 0.36675 1.23968 0.001 0.005 -0.002
H -2.73725 2.39084 1.27680 -0.005 -0.004 -0.001
H 4.31115 -2.79197 1.85978 0.001 0.005 -0.004
H 3.25283 -4.23773 3.55032 -0.001 0.000 0.001
H 0.81487 -4.10130 3.94432 0.000 0.000 -0.001
H -0.57942 -2.52649 2.61683 0.003 0.003 -0.002
O 2.75676 1.32486 -6.77878 -0.002 0.001 0.001
C 2.45403 1.11638 -5.63897 -0.003 -0.003 0.003
C 1.07588 1.39306 -5.00259 0.010 0.016 -0.024
O 0.12230 1.88806 -5.55259 -0.004 -0.007 0.009
C 1.24441 0.94445 -3.62104 -0.001 -0.020 0.023
C 2.50864 0.48417 -3.37370 0.021 0.000 -0.022
O 2.74558 0.12031 -2.14283 -0.003 0.017 0.031
C 3.37599 0.54071 -4.54326 0.005 -0.014 -0.002
O 4.53800 0.24255 -4.67910 -0.001 0.004 0.007
O 0.44086 0.94949 -2.60935 -0.075 0.009 -0.045
N 1.03103 -3.07193 -2.10424 0.000 0.000 -0.003
C 1.09235 -1.99597 -1.68561 0.027 0.061 0.018
Se -1.79514 -1.86235 -0.47766 0.003 0.021 -0.008
N -1.19463 -0.28532 -1.05162 -0.009 -0.004 -0.031
C -2.22811 0.40618 -1.52288 0.001 -0.019 0.016
C -2.21389 1.74884 -2.01638 0.010 0.019 -0.008
C -3.38360 2.31120 -2.40727 0.013 0.008 0.000
C -4.62888 1.60765 -2.35418 -0.013 -0.016 0.002
C -4.68972 0.33570 -1.89538 -0.014 0.024 -0.012
C -3.48598 -0.29658 -1.45933 0.015 0.004 0.006
N -3.44328 -1.52060 -0.95467 -0.001 -0.021 0.013
H -1.28355 2.28606 -2.08366 0.005 -0.003 0.002
H -3.37702 3.32645 -2.78290 0.000 -0.001 -0.001
H -5.52810 2.10797 -2.69018 -0.001 0.001 0.002
H -5.61602 -0.22029 -1.84195 0.002 -0.002 0.001
```
Forces are in eV/Å.

***

Here is a molecular structure, C46H49Cl5F6N2O4PRbS2 from the OMol25 dataset. Energies are from wB97M-V/def2-TZVPD.

Results
LUMO energy: 3.560 eV
Total charge: -2
Relative energy (zero: lowest compared OMol25 entry of this formula, charge and spin): 0.0 kcal per mole
Multiplicity: 1

Geometry as XYZ:
```
116
Properties=species:S:1:pos:R:3:forces:R:3
Rb -1.65710 0.35913 0.05346 0.212 -0.528 0.127
C 0.12689 3.78574 3.60555 -0.011 0.008 0.011
C -0.03357 3.86668 2.09222 -0.009 0.054 0.015
C 0.20834 5.30451 1.61587 -0.005 -0.025 0.007
C 0.86190 2.90239 1.34023 0.035 0.014 -0.047
C 0.80375 2.82440 -0.05080 -0.008 -0.004 -0.004
C 1.61976 1.97688 -0.78961 -0.011 0.043 0.004
C 1.57820 2.21401 -2.29684 -0.015 -0.006 -0.011
C 2.72835 3.13675 -2.71574 0.002 -0.012 -0.007
C 1.51356 0.98903 -3.19408 -0.007 -0.012 0.011
C 2.51766 1.12026 -0.10959 0.050 0.030 0.017
C 2.65898 1.25327 1.27928 -0.043 -0.030 -0.040
C 1.80152 2.11621 1.97196 -0.056 -0.019 0.031
C 3.70559 0.63641 2.21512 0.022 -0.086 0.014
C 4.66158 1.74669 2.66946 0.051 0.033 -0.008
C 4.55503 -0.57333 1.81901 -0.041 -0.006 0.026
C 3.39862 0.14156 -0.83409 -0.004 -0.024 -0.036
C 4.68003 0.58245 -1.16257 0.011 0.000 -0.017
C 5.62383 -0.25682 -1.72911 0.008 0.017 -0.005
C 5.30157 -1.58582 -1.94694 0.008 -0.014 -0.005
C 4.02788 -2.03582 -1.63655 -0.002 0.000 0.018
C 3.04169 -1.19849 -1.11151 -0.012 0.065 0.018
P 1.28726 -1.78902 -0.93516 -0.203 0.025 -0.026
C 1.29239 -2.87023 0.61450 -0.012 -0.007 0.007
C 2.51128 -3.77690 0.79691 -0.010 -0.001 0.005
C 1.22155 -1.87715 1.78314 0.029 0.028 0.042
C 0.00250 -3.69940 0.69240 0.017 0.028 0.023
C 0.98420 -2.93314 -2.43938 0.006 -0.007 0.003
C 1.49371 -4.37983 -2.38793 0.000 0.031 -0.021
C -0.54913 -2.96360 -2.57481 -0.010 -0.009 0.027
C 1.52299 -2.30945 -3.73437 0.017 -0.001 -0.002
H -0.61753 4.42358 4.08748 0.005 0.002 0.004
H 1.11724 4.13609 3.91317 -0.002 -0.009 0.007
H 0.00215 2.76832 3.97671 0.002 0.011 0.013
H -1.06570 3.61069 1.84507 -0.014 -0.012 0.002
H 1.23773 5.60533 1.83278 -0.001 -0.001 0.000
H -0.46558 5.99336 2.13028 -0.001 -0.004 0.006
H 0.04198 5.41346 0.54417 -0.007 -0.001 -0.010
H 0.11052 3.46318 -0.59117 -0.003 0.006 -0.006
H 0.65203 2.76658 -2.47290 0.002 -0.009 0.025
H 3.69161 2.63720 -2.59625 0.003 0.007 -0.010
H 2.73773 4.04901 -2.11628 0.000 -0.003 0.003
H 2.62295 3.41569 -3.76769 -0.003 0.003 0.000
H 2.47417 0.47815 -3.27489 -0.006 -0.006 0.012
H 1.20233 1.28850 -4.19861 0.016 -0.004 -0.003
H 0.77162 0.28957 -2.81483 -0.003 0.004 -0.018
H 1.87075 2.11983 3.05262 0.005 -0.011 -0.015
H 3.12406 0.33780 3.09295 0.013 0.005 0.040
H 5.23064 2.12929 1.81536 0.002 -0.006 0.006
H 5.36809 1.35158 3.40306 0.002 0.008 0.015
H 4.12971 2.58154 3.12487 -0.005 -0.012 -0.007
H 5.35628 -0.31420 1.12745 0.013 0.008 -0.004
H 3.98074 -1.37922 1.37340 0.011 0.036 0.013
H 5.01286 -0.96234 2.73239 0.011 0.004 -0.005
H 4.94075 1.60925 -0.93393 -0.004 0.000 -0.001
H 6.61091 0.11889 -1.97109 0.000 0.002 0.001
H 6.03209 -2.27136 -2.35976 0.000 0.000 -0.001
H 3.79121 -3.07472 -1.81391 -0.004 0.000 0.001
H 3.44498 -3.21486 0.82195 -0.014 -0.017 -0.005
H 2.59432 -4.52914 0.01275 -0.001 0.001 -0.005
H 2.41670 -4.30298 1.75263 0.007 0.003 -0.001
H 1.98410 -1.10497 1.74094 -0.013 -0.023 -0.001
H 1.34308 -2.41114 2.73138 -0.009 -0.002 -0.016
H 0.25200 -1.37767 1.81945 0.014 -0.008 -0.017
H -0.01323 -4.54001 0.00162 0.004 -0.038 -0.034
H -0.89753 -3.10343 0.51753 0.014 -0.001 -0.007
H -0.07043 -4.10980 1.70505 0.001 0.002 0.002
H 1.17496 -4.91230 -1.49865 -0.027 -0.026 0.043
H 2.57975 -4.45167 -2.46022 -0.002 -0.001 0.012
H 1.08041 -4.91373 -3.25065 0.016 0.003 -0.009
H -1.05665 -3.40616 -1.71894 0.007 0.015 -0.009
H -0.81816 -3.53784 -3.46814 -0.001 -0.010 0.002
H -0.95270 -1.95569 -2.68927 0.000 -0.007 -0.004
H 2.59445 -2.11336 -3.70496 0.010 -0.007 -0.009
H 1.01135 -1.38214 -3.97796 0.008 0.012 0.007
H 1.33229 -3.01102 -4.55366 -0.016 0.001 0.005
Cl 3.45429 0.16146 5.93901 0.005 0.008 -0.032
C 1.78817 -0.44782 5.71577 -0.009 0.003 0.000
C 0.99671 0.14408 4.76155 -0.001 0.027 0.013
C -0.27099 -0.37822 4.67748 -0.012 -0.016 -0.011
Cl -1.41450 0.30745 3.48423 0.068 0.068 0.052
C -0.76140 -1.41546 5.46668 -0.035 -0.050 -0.032
Cl -2.37788 -2.02218 5.30461 0.019 0.004 0.003
C 0.09204 -1.98365 6.41102 0.017 -0.008 0.017
Cl -0.45749 -3.28341 7.41683 -0.003 0.003 -0.003
C 1.39108 -1.49530 6.54154 0.007 0.003 -0.008
Cl 2.45283 -2.20417 7.72367 0.000 -0.002 -0.004
F -5.11770 0.94285 0.60075 0.036 0.050 -0.012
C -5.38699 2.21436 0.32917 -0.016 -0.008 -0.004
F -5.77354 2.82090 1.45644 -0.003 -0.010 0.004
F -6.39128 2.27093 -0.54390 0.007 0.015 -0.014
S -3.89608 3.09564 -0.30249 -0.092 0.232 0.067
O -2.87637 2.81379 0.68193 -0.110 0.130 -0.084
O -4.30156 4.45726 -0.47962 0.025 -0.019 -0.038
N -3.70425 2.26062 -1.62127 -0.084 -0.178 0.005
S -2.54974 2.41351 -2.66338 0.085 0.112 -0.104
O -1.71233 1.24183 -2.69621 -0.031 0.085 -0.097
O -1.91396 3.70047 -2.70166 0.012 -0.018 0.075
C -3.51032 2.32028 -4.23171 -0.029 -0.001 -0.017
F -4.20553 1.18678 -4.32363 0.022 -0.001 0.023
F -2.66212 2.37665 -5.26516 -0.003 0.007 0.007
F -4.35859 3.34441 -4.32926 0.006 0.001 0.004
N -10.67889 -0.90510 -3.05473 -0.001 -0.017 -0.010
C -9.61427 -1.08838 -2.65377 0.005 0.027 0.019
C -8.29283 -1.31971 -2.14972 -0.006 -0.035 -0.002
C -8.05354 -2.38200 -1.27359 0.001 0.016 -0.010
C -6.78277 -2.61108 -0.79032 -0.003 -0.015 -0.013
C -5.69964 -1.79366 -1.16369 -0.014 -0.010 0.027
C -5.96314 -0.72769 -2.04233 -0.010 0.036 -0.007
C -7.23225 -0.49142 -2.52600 -0.005 -0.015 0.006
C -4.39034 -2.02546 -0.66677 0.026 0.031 -0.066
C -3.24410 -2.22498 -0.25206 0.072 0.048 0.060
H -8.87560 -3.02092 -0.97591 -0.001 0.000 0.000
H -6.59879 -3.42968 -0.10759 0.009 0.001 0.000
H -5.14531 -0.07832 -2.32265 0.002 0.001 -0.011
H -7.41287 0.34085 -3.19461 0.000 0.000 0.000
```
Forces are in eV/Å.

***

Here is C2H4ClNO in the gas phase from the OMol25 dataset. Energies are from wB97M-V/def2-TZVPD.

Results
LUMO energy: 0.787 eV
Structure (SMILES): [H]/N=C(\Cl)CO
Relative energy (zero: lowest compared OMol25 entry of this formula, charge and spin): 31.8 kcal per mole
Multiplicity: 1

Geometry as XYZ:
```
9
Properties=species:S:1:pos:R:3:forces:R:3
C 0.39818 0.27283 -0.61407 0.136 -1.722 1.722
C -0.03430 -0.69290 0.67146 -1.174 1.405 -2.459
N -0.43434 0.61207 -1.45626 -1.263 0.960 -0.420
O -0.38280 0.08344 1.83101 1.050 -0.944 -1.299
Cl 2.14242 0.57321 -0.72600 -0.116 0.201 0.170
H 0.74418 -1.43781 0.74487 0.172 0.061 0.858
H -1.00065 -1.15407 0.31326 1.214 0.093 0.106
H -0.25500 1.28693 -2.21871 0.565 -0.806 0.642
H -1.17770 0.45630 1.45444 -0.583 0.753 0.681
```
Forces are in eV/Å.

***

Here is 7 unconnected molecules or ions with the total composition C5H24N2O7 from the OMol25 dataset. Energies are from wB97M-V/def2-TZVPD.

Results
LUMO energy: 0.231 eV
Structure (SMILES): NCCCCNC=O.O.O.O.O.O.O
Relative energy (zero: lowest compared OMol25 entry of this formula, charge and spin): 86.1 kcal per mole
Multiplicity: 1

Geometry as XYZ:
```
38
Properties=species:S:1:pos:R:3:forces:R:3
C 1.90880 -1.08885 -0.30641 2.554 -1.929 -0.872
N 1.79250 -0.13894 0.72733 -0.281 3.917 0.102
C 2.13891 1.14461 0.43654 2.385 -1.691 -4.272
O 2.78080 1.45102 -0.66348 -2.363 -0.770 3.721
C 1.02566 -0.96254 -1.62749 -0.250 -0.607 2.527
C -0.41022 -1.45834 -1.26152 -0.792 -2.201 1.285
C -0.34519 -2.82204 -0.39402 0.359 0.315 1.968
N 0.05410 -4.06580 -1.08818 -0.476 1.016 -0.671
H 1.82313 -2.10729 0.20641 0.476 1.526 -1.265
H 2.99698 -0.91082 -0.58986 -1.215 -0.805 -0.278
H 1.28798 -0.23650 1.59489 -0.596 -0.659 -0.315
H 1.86512 1.86036 1.16563 -0.012 0.954 0.842
H 1.54477 -1.61235 -2.35999 -0.531 0.570 0.139
H 1.01647 0.09883 -1.89346 0.042 -0.407 -0.392
H -1.09728 -1.63395 -2.12717 0.687 0.291 0.502
H -0.94603 -0.82824 -0.51362 0.622 0.302 -0.881
H 0.32721 -2.59196 0.54079 -1.053 -0.401 -1.915
H -1.23985 -3.14033 0.27076 0.440 1.010 -1.849
H 0.77834 -4.06138 -1.80721 -0.206 0.684 0.420
H 0.36016 -4.65625 -0.36442 0.466 -1.263 0.707
H -1.21419 1.77055 2.70972 2.753 -0.905 0.718
H 0.05131 2.23843 2.10053 0.357 -0.603 0.612
O -0.18369 1.65911 2.85842 -3.089 2.011 -1.104
H -0.18689 -0.28254 2.99144 0.756 2.160 2.304
H -1.20542 -0.63684 2.05275 -3.180 1.094 -1.466
O -0.37979 -0.88089 2.33448 3.186 -4.251 -0.536
H -0.30096 2.43308 -0.43809 0.133 0.705 -0.451
H -1.62043 2.80238 0.34775 -0.272 1.050 0.443
O -1.17822 2.15360 -0.16745 -0.199 -1.681 -0.178
H -3.09612 -0.18948 2.46350 -1.016 -0.394 -0.583
H -2.84826 0.20278 0.84366 -0.675 -0.280 0.643
O -2.58560 0.23671 1.78207 0.641 1.114 -0.353
H 0.90649 3.51840 -2.45392 0.810 4.635 -4.972
H 1.60622 2.28445 -1.84955 -1.563 1.703 0.419
O 0.80298 2.93254 -1.82417 1.005 -6.190 4.673
H -2.62285 1.01253 -1.75006 1.307 0.711 -0.129
H -3.52030 -0.11346 -2.01623 -0.523 -4.723 -3.170
O -3.44393 0.61489 -1.52997 -0.687 3.995 3.626
```
Forces are in eV/Å.